Entry 1:
168
Properties=species:S:1:pos:R:3:lowdin_charge:R:1 method="wB97M-V/def2-TZVPD" homo_lumo_gap_ev=5.1 total_charge=-1 relative_energy_ev=5.762 max_force_ev_per_a=4.402
C -8.661 18.432 -19.782 -0.47
O -8.992 17.143 -19.291 -0.13
O -8.947 18.320 -21.171 -0.30
C -9.449 19.515 -18.869 -0.52
F -10.777 19.210 -18.776 0.10
F -8.951 19.466 -17.617 0.09
F -9.230 20.794 -19.259 0.10
C -8.172 16.430 -18.363 -0.27
C -8.650 14.976 -18.168 -0.08
H -8.056 14.371 -17.484 0.06
H -9.658 14.965 -17.752 0.06
H -8.668 14.414 -19.102 0.07
H -8.064 16.963 -17.418 0.10
H -7.162 16.427 -18.773 0.10
H -7.605 18.606 -19.578 0.12
C -6.204 23.621 -26.449 -0.09
C -7.113 22.854 -25.449 -0.33
O -6.362 21.809 -24.867 -0.08
H -5.956 23.058 -27.350 0.07
H -5.335 24.056 -25.956 0.07
H -6.843 24.454 -26.740 0.06
H -7.969 22.482 -26.012 0.10
H -7.506 23.519 -24.681 0.10
H -7.006 21.283 -24.388 0.09
C -14.851 9.564 -19.280 -0.10
C -14.202 9.905 -20.610 -0.32
O -13.076 10.642 -20.247 -0.08
H -14.261 8.856 -18.698 0.07
H -15.831 9.094 -19.365 0.06
H -15.129 10.421 -18.666 0.08
H -14.825 10.532 -21.247 0.12
H -13.843 9.043 -21.172 0.11
H -12.509 10.141 -19.655 0.08
C -13.038 18.491 -13.862 -0.09
C -12.892 17.150 -14.518 -0.35
O -14.092 16.428 -14.406 -0.08
H -13.390 18.325 -12.844 0.07
H -13.689 19.127 -14.461 0.07
H -12.084 19.016 -13.805 0.07
H -12.056 16.629 -14.052 0.11
H -12.713 17.169 -15.593 0.12
H -13.851 15.639 -13.915 0.08
C -5.794 13.358 -22.954 -0.10
C -6.705 12.254 -23.419 -0.34
O -6.878 12.330 -24.819 -0.08
H -4.852 13.385 -23.501 0.07
H -5.564 13.396 -21.889 0.07
H -6.349 14.272 -23.165 0.08
H -7.650 12.376 -22.888 0.11
H -6.301 11.258 -23.237 0.11
H -7.459 13.066 -25.025 0.08
C -14.449 25.121 -16.913 -0.08
C -14.686 26.339 -16.024 -0.33
O -16.041 26.300 -15.641 -0.09
H -13.571 25.328 -17.525 0.07
H -15.331 25.033 -17.548 0.07
H -14.219 24.216 -16.351 0.08
H -14.510 27.293 -16.522 0.10
H -14.051 26.412 -15.142 0.11
H -16.562 26.692 -16.346 0.08
C -12.043 9.631 -12.289 -0.09
C -12.322 10.805 -13.300 -0.29
O -12.985 11.810 -12.554 -0.09
H -11.755 8.715 -12.804 0.06
H -12.869 9.350 -11.637 0.07
H -11.189 9.894 -11.665 0.06
H -12.954 10.439 -14.110 0.11
H -11.385 11.165 -13.726 0.11
H -12.389 12.187 -11.902 0.08
C -8.597 24.393 -12.900 -0.11
C -8.266 25.835 -12.831 -0.34
O -9.350 26.449 -12.159 -0.09
H -8.375 23.964 -11.922 0.08
H -8.058 23.905 -13.712 0.08
H -9.646 24.281 -13.173 0.08
H -8.116 26.225 -13.837 0.11
H -7.376 25.996 -12.223 0.11
H -9.288 26.179 -11.240 0.08
C -12.035 17.247 -27.374 -0.10
C -10.550 16.865 -27.410 -0.33
O -10.179 16.300 -26.164 -0.08
H -12.225 18.032 -26.641 0.07
H -12.587 16.399 -26.967 0.07
H -12.427 17.532 -28.350 0.06
H -9.984 17.778 -27.595 0.10
H -10.375 16.160 -28.222 0.10
H -9.843 16.996 -25.596 0.09
C -14.602 23.838 -24.157 -0.10
C -13.224 23.324 -23.736 -0.31
O -13.231 21.879 -23.674 -0.08
H -15.347 23.380 -23.506 0.07
H -14.806 23.560 -25.191 0.07
H -14.705 24.922 -24.114 0.07
H -12.916 23.806 -22.809 0.10
H -12.546 23.652 -24.524 0.10
H -12.388 21.497 -23.419 0.08
C -9.237 28.718 -18.560 -0.09
C -8.682 27.830 -19.718 -0.31
O -7.557 28.497 -20.219 -0.09
H -8.584 28.884 -17.703 0.07
H -10.041 28.186 -18.052 0.06
H -9.673 29.644 -18.936 0.07
H -9.512 27.729 -20.416 0.11
H -8.204 26.925 -19.343 0.12
H -7.900 29.324 -20.565 0.07
C -7.444 7.683 -16.229 -0.10
C -7.952 7.867 -17.688 -0.29
O -9.302 8.322 -17.550 -0.09
H -6.439 7.261 -16.201 0.06
H -8.066 7.048 -15.599 0.06
H -7.442 8.646 -15.718 0.07
H -7.854 6.929 -18.235 0.10
H -7.325 8.639 -18.134 0.11
H -9.840 7.594 -17.230 0.07
C -8.165 14.466 -10.865 -0.09
C -8.850 14.027 -9.603 -0.36
O -10.245 14.008 -9.685 -0.07
H -7.084 14.517 -10.739 0.07
H -8.471 15.458 -11.196 0.08
H -8.328 13.769 -11.687 0.08
H -8.682 14.651 -8.725 0.11
H -8.400 13.068 -9.345 0.10
H -10.549 14.392 -8.859 0.08
C -1.564 17.915 -21.547 -0.08
C -0.609 16.877 -22.096 -0.34
O -0.533 15.753 -21.249 -0.09
H -1.410 18.314 -20.545 0.08
H -2.583 17.528 -21.550 0.08
H -1.630 18.741 -22.255 0.07
H 0.393 17.301 -22.160 0.10
H -0.751 16.461 -23.094 0.11
H 0.361 15.406 -21.284 0.07
C -2.830 19.333 -12.559 -0.08
C -2.594 18.717 -13.970 -0.33
O -1.741 17.618 -13.798 -0.08
H -3.338 18.607 -11.925 0.06
H -3.494 20.197 -12.588 0.07
H -1.820 19.529 -12.199 0.07
H -2.124 19.481 -14.590 0.10
H -3.532 18.443 -14.452 0.11
H -1.893 17.058 -14.562 0.08
C -3.531 23.716 -19.709 -0.10
C -3.857 23.135 -18.318 -0.30
O -3.212 24.007 -17.404 -0.10
H -3.905 24.727 -19.870 0.07
H -3.872 23.032 -20.486 0.07
H -2.458 23.868 -19.823 0.07
H -3.402 22.146 -18.259 0.11
H -4.933 23.133 -18.144 0.11
H -3.514 24.897 -17.600 0.07
C -2.598 12.422 -15.444 -0.10
C -1.946 12.708 -16.767 -0.32
O -2.026 14.131 -16.999 -0.09
H -2.208 13.004 -14.609 0.08
H -2.655 11.347 -15.268 0.07
H -3.651 12.660 -15.593 0.07
H -2.466 12.207 -17.584 0.11
H -0.908 12.392 -16.664 0.10
H -1.860 14.280 -17.933 0.07
C -16.757 19.208 -18.515 -0.08
C -17.465 17.836 -18.487 -0.35
O -16.489 16.853 -18.512 -0.07
H -16.154 19.309 -19.418 0.08
H -16.190 19.216 -17.584 0.07
H -17.478 20.024 -18.561 0.06
H -18.077 17.785 -19.388 0.10
H -18.112 17.672 -17.626 0.10
H -16.051 16.775 -17.662 0.09



Entry 2:
86
Properties=species:S:1:pos:R:3:lowdin_charge:R:1 method="wB97M-V/def2-TZVPD" homo_lumo_gap_ev="5.7 / 5.2" total_charge=+1 relative_energy_ev=0.360 max_force_ev_per_a=0.758 multiplicity=2
W 0.998 -0.187 -0.636 1.04
C 3.766 2.739 -0.291 -0.07
C 2.912 2.317 0.863 -0.35
C 3.138 2.732 2.178 0.01
C 2.104 2.204 2.912 -0.04
N 1.299 1.532 2.079 0.02
N 1.801 1.557 0.817 -0.05
B 0.002 0.763 2.360 -0.68
N 0.369 -0.746 2.335 0.04
C 0.571 -1.539 3.398 -0.03
C 1.434 -2.549 3.041 0.00
C 1.753 -2.315 1.703 -0.35
C 2.659 -3.147 0.863 -0.05
N 1.101 -1.222 1.279 -0.10
N -1.003 1.167 1.232 0.02
C -2.224 1.665 1.437 -0.02
C -2.757 2.033 0.220 0.01
C -1.788 1.714 -0.725 -0.37
C -1.991 1.810 -2.201 -0.02
N -0.708 1.198 -0.101 -0.15
N -0.614 1.175 3.674 -0.02
C -0.775 2.440 4.147 -0.09
C -1.746 2.411 5.110 -0.01
C -2.168 1.063 5.156 -0.35
C -3.215 0.453 6.032 -0.03
N -1.501 0.334 4.281 0.11
H 3.697 3.823 -0.407 0.09
H 4.807 2.491 -0.088 0.09
H 3.496 2.276 -1.233 0.01
H 3.950 3.343 2.528 0.12
H 1.887 2.259 3.965 0.13
H 0.081 -1.320 4.329 0.12
H 1.791 -3.355 3.657 0.12
H 2.936 -4.041 1.419 0.09
H 2.189 -3.441 -0.075 0.03
H 3.571 -2.605 0.608 0.05
H -2.638 1.729 2.429 0.13
H -3.724 2.464 0.028 0.12
H -2.993 2.192 -2.385 0.09
H -1.289 2.473 -2.703 0.07
H -1.917 0.819 -2.650 0.05
H -0.203 3.266 3.760 0.12
H -2.096 3.233 5.711 0.11
H -3.554 1.168 6.779 0.08
H -4.077 0.137 5.445 0.08
H -2.825 -0.424 6.546 0.08
S 5.724 -1.149 -3.432 -0.04
As 3.776 -0.638 -3.134 0.10
S 3.240 -0.339 -0.818 0.21
S 0.891 -2.138 -2.040 0.06
S 2.572 -2.574 -3.124 0.02
C -2.526 -2.173 -3.324 -0.07
N -2.421 -3.180 -2.278 -0.19
C -3.316 -4.323 -2.442 -0.03
C -1.785 -2.930 -1.125 -0.74
S -1.566 -1.286 -0.632 0.75
N -1.415 -3.970 -0.374 -0.18
C -1.030 -5.250 -0.962 -0.03
C -1.081 -3.849 1.036 -0.04
H -2.652 -2.691 -4.274 0.10
H -1.614 -1.583 -3.359 0.03
H -3.380 -1.513 -3.159 0.10
H -4.267 -3.953 -2.825 0.10
H -3.496 -4.799 -1.483 0.09
H -2.920 -5.056 -3.145 0.10
H -0.922 -5.152 -2.038 0.09
H -1.746 -6.040 -0.731 0.10
H -0.062 -5.528 -0.545 0.10
H -1.398 -2.885 1.424 0.06
H -0.007 -3.959 1.171 0.08
H -1.584 -4.649 1.582 0.11
N 1.111 5.257 -1.770 0.19
C 1.474 4.793 -2.997 -0.49
O 1.986 5.483 -3.848 0.10
C 1.232 3.329 -3.257 -0.10
C 1.156 2.886 -4.574 0.04
C 0.943 1.542 -4.810 -0.01
C 0.852 0.672 -3.736 -0.20
N 0.942 1.086 -2.465 -0.13
C 1.118 2.402 -2.243 -0.13
H 1.196 6.251 -1.627 0.12
H 0.458 4.760 -1.190 0.10
H 1.271 3.603 -5.377 0.14
H 0.869 1.151 -5.815 0.12
H 0.708 -0.391 -3.882 0.05
H 1.161 2.696 -1.204 0.09



Entry 3:
13
Properties=species:S:1:pos:R:3:nbo_charge:R:1 method="wB97M-V/def2-TZVPD" homo_lumo_gap_ev=8.8 relative_energy_ev=3.870 max_force_ev_per_a=6.593
C 0.787 1.875 -0.303 -0.38
C 1.799 1.082 0.201 -0.27
C 2.142 -0.352 -0.008 -0.26
C 1.202 -1.353 -0.177 0.12
O -0.090 -1.204 -0.339 -0.48
C -0.815 -0.551 0.453 0.14
S -2.311 0.226 -0.011 -0.15
H 0.233 1.393 -1.207 0.21
H 0.224 2.828 0.148 0.25
H 2.330 1.331 1.133 0.21
H 3.242 -0.760 0.146 0.24
H 1.441 -2.336 0.072 0.19
H -0.464 -0.656 1.591 0.18